Entry 1:
C4H3Br3 | ωB97M-V/def2-TZVPD

XYZ file:
```
10
Properties=species:S:1:pos:R:3
C 0.32990 1.14332 0.18745
C -0.52024 1.86788 -0.27608
C 1.49598 0.30718 0.56638
C -1.08452 -2.08236 -0.34168
Br -1.32100 -3.75566 -1.12223
Br -1.73273 2.95314 -1.08730
Br -2.71485 -1.20091 -0.06805
H 2.23063 1.09351 0.70605
H 1.96367 -0.25621 -0.20041
H 1.35316 -0.06990 1.63586
```

Calculated values
HOMO-LUMO gap ... 8.021 eV
Strongest force on any atom ... 3.561 eV Å⁻¹
Total charge ... 0
Energy ... -7876.05490 hartree
2S+1 ... 1
E_HOMO ... -9.29 eV

Entry 2:
C34H43N5O4S | ωB97M-V/def2-TZVPD

XYZ file:
```
87
Properties=species:S:1:pos:R:3
C 4.33140 -2.45821 -0.40816
O 3.43294 -3.55572 -0.46367
C 2.37107 -3.43666 0.46002
C 1.37598 -4.55720 0.20287
C 0.61696 -4.46922 -1.13007
C -0.73307 -3.72840 -1.16440
C -0.83926 -2.46107 -0.30568
C -1.58700 -1.30888 -0.98136
C -1.35881 -0.02559 -0.20929
O -1.94606 -0.13382 1.11893
S -1.32995 -1.26020 2.06250
O -2.20121 -1.30269 3.19120
O 0.07455 -1.00783 2.20933
C -1.52406 -2.69897 1.04519
H 4.67258 -2.22598 -1.41532
H 3.83309 -1.56937 -0.00744
H 5.19206 -2.69451 0.22915
H 2.73716 -3.48500 1.49560
H 1.91380 -2.44768 0.33361
H 0.69594 -4.62817 1.05767
H 1.95371 -5.48589 0.20303
H 0.43182 -5.48941 -1.47460
H 1.28848 -4.02739 -1.87224
H -1.54144 -4.42091 -0.90311
H -0.92232 -3.43707 -2.20144
H 0.16307 -2.09186 -0.08094
H -2.66350 -1.52243 -0.96684
H -1.28557 -1.17553 -2.02289
H -0.29544 0.19622 -0.08483
H -1.84676 0.83629 -0.66068
H -2.60036 -2.85280 0.93211
H -1.10875 -3.52861 1.62015
C 4.55186 3.20904 -2.02885
C 5.35104 2.56708 -1.09647
C 5.46754 1.18628 -1.16341
N 4.85292 0.44029 -2.07846
C 4.09478 1.07017 -2.97353
C 3.91123 2.44490 -2.99048
H 4.42613 4.28357 -2.00378
H 5.87046 3.12014 -0.32558
H 6.07889 0.65268 -0.44315
H 3.60123 0.44244 -3.70764
H 3.27325 2.90016 -3.73546
C 8.10501 -5.99272 0.40522
C 6.76740 -5.64341 0.31857
C 6.18971 -5.52242 -0.93802
N 6.85739 -5.72501 -2.07334
C 8.14183 -6.06010 -1.97607
C 8.80964 -6.20634 -0.76870
H 8.58949 -6.09660 1.36783
H 6.17339 -5.46470 1.20531
H 5.14631 -5.24300 -1.03348
H 8.66590 -6.21944 -2.91237
H 9.85583 -6.48100 -0.75500
C -6.05194 0.98044 2.50433
C -7.33720 1.32890 2.12018
C -7.65612 1.30270 0.76939
N -6.79224 0.96046 -0.18389
C -5.56180 0.62763 0.20228
C -5.14028 0.61989 1.52407
H -5.76229 0.98642 3.54742
H -8.08471 1.61359 2.84894
H -8.65395 1.56816 0.43699
H -4.87293 0.35499 -0.59136
H -4.12472 0.34429 1.76996
C -1.85003 4.23484 0.45936
C -1.76102 4.90262 -0.75167
C -0.60533 4.74997 -1.50578
N 0.41673 3.97255 -1.14706
C 0.31622 3.34611 0.02424
C -0.78455 3.44668 0.86180
H -2.73711 4.33366 1.07146
H -2.57418 5.53060 -1.09031
H -0.50418 5.25945 -2.45817
H 1.14754 2.70153 0.29226
H -0.81042 2.89439 1.79227
C -6.89723 6.37322 2.37970
C -6.63568 5.13919 1.80614
C -5.60790 5.04613 0.87964
N -4.85486 6.08116 0.50959
C -5.11681 7.26130 1.06694
C -6.12218 7.45836 2.00233
H -7.69056 6.48750 3.10720
H -7.21246 4.26151 2.06568
H -5.37973 4.09386 0.41118
H -4.49203 8.08944 0.75091
H -6.28834 8.44104 2.42243
```

Calculated values
HOMO-LUMO gap ... 10.073 eV
Strongest force on any atom ... 0.283 eV Å⁻¹
Total charge ... 0
Energy ... -2294.25012 hartree
SMILES string ... COCCCC[C@H]1CCOS(=O)(=O)C1.c1ccncc1.c1ccncc1.c1ccncc1.c1ccncc1.c1ccncc1
2S+1 ... 1
E_HOMO ... -9.49 eV

Entry 3:
C5H9NO | ωB97M-V/def2-TZVPD

XYZ file:
```
16
Properties=species:S:1:pos:R:3
C 1.81443 1.57573 -1.59744
C 1.50863 0.58860 -0.51415
N 0.52624 0.77168 0.26179
C 0.07543 -0.34930 1.06131
C -1.16124 -0.84520 0.34448
C -2.39464 -1.25489 1.01208
O -2.28085 0.01852 0.39999
H 1.79920 1.05278 -2.56098
H 2.79514 2.04942 -1.49147
H 1.03290 2.33785 -1.60288
H 2.12075 -0.33007 -0.47633
H -0.18724 -0.01573 2.07065
H 0.81873 -1.16342 1.13800
H -0.95187 -1.23811 -0.65438
H -3.06662 -1.94985 0.50901
H -2.44899 -1.24801 2.10030
```

Calculated values
HOMO-LUMO gap ... 10.854 eV
Strongest force on any atom ... 0.484 eV Å⁻¹
Total charge ... 0
Energy ... -325.84083 hartree
SMILES string ... C/C=N/C[C@H]1CO1
2S+1 ... 1
E_HOMO ... -9.68 eV

Entry 4:
C25H37AuBGeNO4 | ωB97M-V/def2-TZVPD

XYZ file:
```
70
Properties=species:S:1:pos:R:3
Au -0.29915 -1.16244 2.14947
C 0.99985 3.15798 3.39155
C 0.11272 2.79514 2.23041
C -1.26025 2.70610 2.41146
C -2.08626 2.36142 1.35162
C -1.54549 2.12456 0.10395
C -0.17058 2.23199 -0.10563
N 0.38665 1.97415 -1.36774
C -0.03490 2.49114 -2.56674
C -1.01593 3.49678 -2.65237
C -1.41018 4.00435 -3.87820
C -0.84110 3.53835 -5.05565
C 0.14980 2.56761 -4.97165
C 0.57380 2.03506 -3.76461
C 1.71292 0.99742 -3.78381
O 2.20231 0.74028 -4.89861
O 2.04646 0.50159 -2.67077
C 0.67027 2.54936 0.97071
C 2.16295 2.58119 0.79375
H 0.41352 3.25158 4.30627
H 1.51491 4.10791 3.21729
H 1.76765 2.40163 3.56180
H -1.67812 2.86871 3.39901
H -3.15076 2.23474 1.50899
H -2.17428 1.80047 -0.71359
H 1.12759 1.26671 -1.51194
H -1.46245 3.87872 -1.74507
H -2.17282 4.77659 -3.90666
H -1.15406 3.93003 -6.01680
H 0.64522 2.18489 -5.85544
H 2.43789 2.56386 -0.25851
H 2.61980 1.70894 1.27066
H 2.59936 3.47117 1.25493
C -2.83473 -4.05660 -1.02608
C -1.77605 -3.04082 -1.45710
C -0.99981 -3.57869 -2.64771
O -0.88149 -2.86984 -0.35613
B -1.24534 -1.72696 0.38528
O -2.27002 -1.07105 -0.32364
C -2.35129 -1.61067 -1.64923
C -3.80070 -1.56318 -2.10860
C -1.49217 -0.74851 -2.56593
H -2.32622 -4.97110 -0.71612
H -3.52680 -4.29611 -1.83786
H -3.40058 -3.67800 -0.17370
H -0.63708 -4.58293 -2.41839
H -0.14134 -2.94763 -2.86915
H -1.63572 -3.63527 -3.53612
H -4.46200 -2.05070 -1.39310
H -3.91451 -2.04427 -3.08470
H -4.10998 -0.52100 -2.20560
H -0.44638 -0.74630 -2.25545
H -1.84752 0.28171 -2.52656
H -1.54428 -1.08280 -3.60533
C 3.72484 -1.61633 5.30644
Ge 2.40095 -1.84322 3.82500
C 1.84095 -3.72925 3.96555
C 3.44600 -1.63470 2.17527
C 0.89074 -0.65265 3.88906
H 4.55347 -2.32553 5.22088
H 3.23741 -1.77036 6.27273
H 4.13541 -0.60372 5.29372
H 2.70384 -4.40051 3.97231
H 1.20074 -3.97670 3.11769
H 1.26954 -3.88800 4.88293
H 4.20072 -2.41958 2.07910
H 3.96227 -0.67176 2.16630
H 2.78486 -1.67069 1.30808
H 1.23197 0.38704 3.84946
H 0.37294 -0.78130 4.84860
```

Calculated values
HOMO-LUMO gap ... 6.662 eV
Strongest force on any atom ... 0.150 eV Å⁻¹
Total charge ... -2
Energy ... -3568.18101 hartree
2S+1 ... 1
E_HOMO ... -1.96 eV

Entry 5:
C3H6N2O2 | ωB97M-V/def2-TZVPD

XYZ file:
```
13
Properties=species:S:1:pos:R:3
C -1.71234 -0.01486 -0.24435
C 1.32241 -1.01029 0.20076
C 0.25412 1.30081 0.12034
H -1.90764 0.70706 -1.44298
H -2.02856 -1.08112 -0.20115
H -2.51792 0.39128 0.86448
H 1.90633 -1.94363 -0.27817
H 1.37526 -1.02737 1.33541
H -0.18953 2.20901 0.02595
N -0.47400 0.11110 0.49248
N 1.53564 1.29085 -0.27102
O 0.08952 -0.93791 -0.45518
O 2.34670 0.00507 -0.14657
```

Calculated values
HOMO-LUMO gap ... 10.390 eV
Strongest force on any atom ... 7.419 eV Å⁻¹
Total charge ... 0
Energy ... -377.59657 hartree
2S+1 ... 1
E_HOMO ... -9.77 eV

Entry 6:
C15H20CeIO | ωB97M-V/def2-TZVPD

XYZ file:
```
38
Properties=species:S:1:pos:R:3
Ce -0.36212 0.73701 1.41803
C -2.94997 0.67451 1.93547
C -2.81608 1.39474 0.70418
C -2.49675 0.45435 -0.32578
H -2.92824 2.47662 0.57674
C -2.42767 -0.84480 0.26716
C -2.71203 -0.70943 1.66023
H -2.79517 -1.52245 2.37888
H -3.18383 1.11083 2.91145
H -2.40635 0.67390 -1.39414
H -2.26423 -1.78011 -0.27546
C 1.36440 -0.37631 3.11003
C 0.19786 -1.20913 3.25429
C 0.09428 -2.01234 2.08346
H -0.45164 -1.24273 4.13075
C 1.16766 -1.69784 1.21422
C 1.96212 -0.67815 1.83781
H 2.88212 -0.24968 1.44124
H 1.71869 0.35573 3.82904
H -0.64287 -2.80757 1.91403
H 1.41969 -2.21898 0.28042
O 0.20649 1.84412 -0.22811
C 1.33147 -0.18638 -2.68686
C 1.00439 1.23869 -2.72863
C 0.22088 -1.14642 -2.73695
C 2.64522 -0.54064 -2.13555
C 0.52921 2.26787 -1.54377
H 0.18268 1.34216 -3.44810
H 1.92192 1.72567 -3.08047
H 1.31020 3.04620 -1.44983
H -0.37328 2.80722 -1.91887
H 0.26315 -1.78132 -3.62293
H -0.74023 -0.61930 -2.74672
H 0.22783 -1.80017 -1.86016
H 3.39502 -0.72434 -2.90923
H 2.56986 -1.45559 -1.54232
H 3.02217 0.26575 -1.48485
I -0.08686 3.18830 3.17132
```

Calculated values
HOMO-LUMO gap (alpha / beta) ... 2.427 / 2.427 eV
Strongest force on any atom ... 1.816 eV Å⁻¹
Total charge ... -2
Energy ... -1431.60066 hartree
2S+1 ... 2
E_HOMO (alpha / beta) ... 2.16 / 2.16 eV

Entry 7:
C5H12O2 | ωB97M-V/def2-TZVPD

XYZ file:
```
19
Properties=species:S:1:pos:R:3
C -2.34217 0.58180 0.93890
C -0.90301 0.07450 1.04657
C -0.17835 0.23040 -0.29706
O -0.28538 1.56939 -0.74327
C 1.30879 -0.27031 -0.30448
C 1.47176 -1.59301 -1.04296
O 2.16738 0.63810 -0.97726
H -2.34550 1.63035 0.62881
H -2.89279 0.01968 0.17516
H -2.88908 0.49589 1.88317
H -0.36349 0.64686 1.81873
H -0.88555 -0.97418 1.37465
H -0.73586 -0.34623 -1.04633
H 0.18825 2.12661 -0.11214
H 1.65359 -0.39641 0.73621
H 1.00189 -1.53304 -2.03088
H 2.53875 -1.78411 -1.19176
H 1.03424 -2.43430 -0.49574
H 2.45653 1.31800 -0.36031
```

Calculated values
HOMO-LUMO gap ... 10.731 eV
Strongest force on any atom ... 0.308 eV Å⁻¹
Total charge ... 0
Energy ... -348.16956 hartree
SMILES string ... CC[C@@H](O)[C@@H](C)O
2S+1 ... 1
E_HOMO ... -10.04 eV

Entry 8:
C29H35Cl3N4O2OsP2 | ωB97M-V/def2-TZVPD

XYZ file:
```
76
Properties=species:S:1:pos:R:3
Os 2.23593 0.96767 0.31534
C 3.25380 -0.34284 3.09930
C 2.43650 -0.79141 2.07344
C 0.97690 -1.05824 2.45708
C -0.05782 -0.01856 2.04057
C 0.50169 1.24687 1.44073
C 1.60182 1.91397 2.13982
C 1.72937 1.63598 3.63967
C 2.67076 0.48387 4.15066
C 2.60167 2.60424 -0.75733
H 4.31616 -0.55603 3.15211
H 2.81648 -1.47879 1.30864
H 0.96197 -1.11694 3.55013
H 0.69138 -2.06167 2.10355
H -0.74148 -0.50807 1.33497
H -0.67549 0.20631 2.91295
H -0.24923 1.88159 0.94690
H 1.69927 2.98526 1.93773
H 0.72754 1.43999 4.07349
H 2.09465 2.56269 4.11116
H 3.47924 0.95510 4.72013
H 2.06725 -0.11651 4.85509
H 3.48907 3.22798 -0.52911
H 1.68780 3.19973 -0.62871
H 2.76044 2.36651 -1.84958
P -0.93939 1.35569 -1.37301
P -0.30534 -2.40758 -0.28644
N -2.21354 2.28218 -0.58140
N -1.59912 1.86166 -3.03049
N -1.91692 -3.22042 0.19030
N 0.12508 -3.75466 -1.32735
C -1.86316 -0.22560 -1.21930
C -1.03026 -1.44394 -1.69700
C -1.97761 3.59035 -0.12578
C -3.18937 4.13604 0.26826
C -4.20126 3.15642 0.03838
C -3.58357 2.02859 -0.48702
C -0.79571 2.56804 -3.92814
C -1.49999 2.74834 -5.12083
C -2.80244 2.20282 -4.93240
C -2.83625 1.66897 -3.63625
C -2.20438 -3.46331 1.53603
C -3.57178 -3.67382 1.69212
C -4.18081 -3.52229 0.39574
C -3.13840 -3.35706 -0.51797
C -0.23092 -5.10544 -1.21019
C -0.02842 -5.72998 -2.44096
C 0.49949 -4.74181 -3.34607
C 0.63586 -3.57204 -2.62417
H -2.80945 -0.26532 -1.78698
H -2.14969 -0.30693 -0.15346
H -1.65150 -2.07339 -2.37911
H -0.14842 -1.13683 -2.28764
H -0.96753 3.97615 -0.10288
H -3.33892 5.13496 0.66638
H -5.26250 3.25781 0.21346
H -3.99405 1.06292 -0.72772
H 0.21306 2.83790 -3.64103
H -1.10024 3.18637 -6.02322
H -3.60170 2.18320 -5.64915
H -3.62332 1.12484 -3.13092
H -1.42924 -3.37612 2.28724
H -4.07062 -3.93502 2.61820
H -5.24603 -3.47690 0.16843
H -3.18965 -3.29852 -1.59888
H -0.64907 -5.47319 -0.28687
H -0.22023 -6.76029 -2.69167
H 0.73397 -4.83408 -4.40325
H 0.96232 -2.59589 -2.94053
Cl 6.41174 1.10890 3.76097
C 6.46659 1.53876 2.01564
Cl 7.56918 2.93542 1.84541
Cl 7.07163 0.18036 1.05400
C 4.94799 1.92073 1.55451
O 4.61981 3.05851 1.85688
O 4.22839 1.01578 0.92738
```

Calculated values
HOMO-LUMO gap (alpha / beta) ... 5.015 / 2.774 eV
Strongest force on any atom ... 5.333 eV Å⁻¹
Total charge ... +2
Energy ... -3648.62686 hartree
2S+1 ... 5
E_HOMO (alpha / beta) ... -12.50 / -12.50 eV